# 1
C21H18BLuN9O2 as an isolated structure at a distorted geometry, computed with ωB97M-V/def2-TZVPD.

Last column: Löwdin charge in e.
Atoms and positions in Å:
Lu: 0.67 -0.04 0.67  1.780
C: -2.30 -1.52 3.73  -0.034
C: -1.23 -0.71 3.36  -0.121
N: -0.87 -0.97 2.10  -0.088
N: -1.68 -1.97 1.65  -0.031
C: -2.54 -2.31 2.62  -0.050
B: -1.54 -2.54 0.22  -0.483
N: -0.10 -3.07 0.03  -0.031
C: 0.31 -4.29 -0.32  -0.050
C: 1.70 -4.30 -0.39  -0.034
C: 2.07 -3.01 -0.04  -0.121
N: 0.98 -2.26 0.20  -0.088
N: -1.81 -1.40 -0.81  -0.027
C: -2.76 -1.36 -1.76  -0.053
C: -2.65 -0.17 -2.46  -0.039
C: -1.57 0.48 -1.85  -0.166
N: -1.07 -0.26 -0.86  -0.088
H: -2.82 -1.53 4.67  0.105
H: -0.71 0.05 3.92  0.113
H: -3.26 -3.09 2.45  0.133
H: -2.33 -3.42 0.05  0.126
H: -0.41 -5.08 -0.49  0.133
H: 2.34 -5.13 -0.64  0.105
H: 3.05 -2.56 0.05  0.113
H: -3.45 -2.18 -1.88  0.131
H: -3.25 0.18 -3.28  0.104
H: -1.13 1.44 -2.07  0.117
O: 2.93 0.06 0.82  -0.052
C: 2.83 1.14 0.19  -0.456
N: 2.20 2.28 0.60  0.181
C: 1.38 2.15 1.68  -0.456
O: 1.33 1.18 2.47  -0.052
C: 0.12 2.96 1.60  -0.213
C: -0.12 4.25 1.99  0.018
C: -1.43 4.71 1.85  -0.026
C: -2.40 3.87 1.33  -0.032
C: -2.04 2.59 0.94  -0.101
N: -0.80 2.14 1.08  0.058
C: 2.94 0.99 -1.30  -0.213
C: 3.91 1.45 -2.16  0.018
C: 3.77 1.10 -3.50  -0.026
C: 2.68 0.34 -3.90  -0.032
C: 1.74 -0.04 -2.96  -0.101
N: 1.87 0.28 -1.67  0.058
H: 0.67 4.88 2.38  0.130
H: -1.68 5.72 2.16  0.121
H: -3.43 4.20 1.22  0.116
H: -2.76 1.91 0.51  0.118
H: 4.74 2.05 -1.81  0.130
H: 4.51 1.41 -4.23  0.121
H: 2.55 0.04 -4.93  0.116
H: 0.86 -0.61 -3.23  0.118

Output
Gap between HOMO and LUMO, eV: 8.743
LUMO energy, eV: -3.261
Highest occupied orbital energy, eV: -12.004
Multiplicity: 1
Charge: +1
Max |F|, eV/Å: 1.48

# 2
C21H18Br2N3O3Sc as an isolated structure, computed with ωB97M-V/def2-TZVPD.

Last column: Löwdin charge in e.
Atoms and positions in Å:
Sc: 0.03 -0.14 0.11  0.844
O: -2.03 3.33 3.99  0.079
C: -1.05 2.57 4.55  -0.263
C: -0.74 2.84 5.88  0.010
C: 0.25 2.12 6.52  -0.049
C: 0.93 1.11 5.85  -0.066
C: 0.62 0.83 4.54  -0.027
C: -0.37 1.56 3.87  -0.124
C: -0.73 1.25 2.45  -0.347
O: -0.02 0.12 1.91  -0.242
N: -0.46 2.41 1.60  0.022
N: -0.21 2.05 0.28  -0.091
C: 0.11 2.98 -0.55  -0.127
C: 0.48 2.71 -1.91  -0.550
Br: 0.71 0.85 -2.36  0.914
C: 0.77 3.63 -2.86  -0.037
C: 0.57 5.06 -2.78  -0.222
C: -0.51 5.64 -2.11  -0.038
C: -0.63 7.02 -2.06  -0.045
C: 0.32 7.82 -2.67  -0.033
C: 1.38 7.26 -3.36  -0.039
C: 1.50 5.88 -3.44  -0.010
H: -2.13 3.14 3.05  0.085
H: -1.28 3.63 6.39  0.130
H: 0.48 2.34 7.55  0.118
H: 1.70 0.54 6.36  0.111
H: 1.13 0.04 4.01  0.109
H: -1.79 0.99 2.35  0.151
H: 0.25 3.02 1.99  0.162
H: 0.15 4.02 -0.23  0.151
H: 1.22 3.26 -3.78  0.127
H: -1.29 5.02 -1.69  0.118
H: -1.48 7.47 -1.56  0.119
H: 0.21 8.90 -2.63  0.122
H: 2.11 7.89 -3.85  0.121
H: 2.32 5.44 -3.99  0.125
O: -1.06 -6.28 -0.48  0.163
C: -0.65 -5.03 -0.42  -0.265
C: 0.70 -4.65 -0.42  0.053
C: 1.02 -3.32 -0.34  -0.067
N: 0.08 -2.35 -0.27  -0.101
C: -1.20 -2.75 -0.27  -0.649
Br: -2.45 -1.30 -0.17  0.965
C: -1.64 -4.04 -0.34  0.020
H: -0.34 -6.92 -0.53  0.152
H: 1.49 -5.39 -0.47  0.141
H: 2.05 -2.99 -0.33  0.137
H: -2.69 -4.30 -0.34  0.144

Output
Gap between HOMO and LUMO, eV: 5.941
LUMO energy, eV: -7.083
Highest occupied orbital energy, eV: -13.024
Multiplicity: 1
Charge: +2
Max |F|, eV/Å: 0.39

# 3
A 6-piece molecular cluster, C21H18Cl9N3O6 overall at a distorted geometry, computed with ωB97M-V/def2-TZVPD.

Last column: Löwdin charge in e.
Atoms and positions in Å:
O: 1.71 3.83 -5.13  0.075
N: 2.10 4.00 -4.00  -0.330
O: 3.27 4.13 -3.71  0.049
C: 1.01 3.99 -2.93  -0.186
C: 1.39 4.14 -1.61  -0.045
C: 0.36 4.13 -0.68  -0.104
C: -1.00 3.96 -1.05  -0.109
C: -1.31 3.79 -2.35  -0.055
C: -0.26 3.87 -3.32  -0.019
H: 2.50 4.16 -1.40  0.124
H: 0.65 4.11 0.38  0.099
H: -1.72 3.77 -0.26  0.090
H: -2.30 3.63 -2.79  0.116
H: -0.45 3.74 -4.38  0.125
O: 3.13 0.06 3.51  0.078
N: 2.25 0.30 4.29  -0.360
O: 1.57 1.30 4.24  0.051
C: 1.99 -0.66 5.45  -0.132
C: 2.38 -1.98 5.33  -0.011
C: 2.08 -2.87 6.39  -0.085
C: 1.28 -2.49 7.44  -0.065
C: 0.95 -1.10 7.55  -0.048
C: 1.29 -0.18 6.55  -0.011
H: 2.93 -2.31 4.48  0.113
H: 2.35 -3.92 6.18  0.120
H: 0.93 -3.31 8.11  0.119
H: 0.32 -0.83 8.39  0.102
H: 1.12 0.86 6.62  0.107
O: -5.60 -3.72 -4.96  0.087
N: -5.17 -4.44 -4.08  -0.332
O: -5.21 -5.69 -4.10  0.045
C: -4.62 -3.86 -2.83  -0.148
C: -4.32 -2.48 -2.81  0.003
C: -3.92 -1.93 -1.63  -0.078
C: -3.83 -2.72 -0.50  -0.085
C: -4.04 -4.08 -0.57  -0.071
C: -4.52 -4.66 -1.75  -0.024
H: -4.35 -1.96 -3.74  0.110
H: -3.60 -0.91 -1.56  0.104
H: -3.53 -2.26 0.48  0.078
H: -3.91 -4.76 0.31  0.126
H: -4.82 -5.74 -1.85  0.143
Cl: 4.93 1.69 -7.11  0.542
C: 5.10 1.28 -5.43  -1.579
Cl: 6.79 1.54 -5.03  0.521
Cl: 4.65 -0.40 -5.09  0.493
H: 4.33 1.80 -4.82  0.003
Cl: -0.57 1.71 1.34  0.655
C: -1.08 0.43 2.33  -1.570
Cl: -0.22 -1.04 2.15  0.585
Cl: -2.82 0.07 1.95  0.495
H: -1.09 0.78 3.37  0.021
Cl: 3.66 1.47 -1.48  0.609
C: 2.20 0.69 -0.98  -1.528
Cl: 2.31 -0.86 -0.10  0.526
Cl: 1.11 0.52 -2.40  0.513
H: 1.62 1.40 -0.40  -0.050

Output
Gap between HOMO and LUMO, eV: 9.437
SMILES string: O=[N+]([O-])c1ccccc1.O=[N+]([O-])c1ccccc1.O=[N+]([O-])c1ccccc1.ClC(Cl)Cl.ClC(Cl)Cl.ClC(Cl)Cl
LUMO energy, eV: -0.670
Highest occupied orbital energy, eV: -10.107
Multiplicity: 1
Charge: 0
Max |F|, eV/Å: 2.75

# 4
An isolated ion of composition C21H18ClN2O3 and charge -1 at a distorted geometry, computed with ωB97M-V/def2-TZVPD.

Last column: Löwdin charge in e.
Atoms and positions in Å:
C: 2.87 -2.29 -5.56  -0.081
O: 3.11 -1.31 -4.54  -0.104
C: 2.30 -1.23 -3.46  -0.293
C: 2.60 -0.24 -2.51  -0.019
C: 1.84 -0.08 -1.38  -0.022
C: 0.76 -0.94 -1.13  -0.169
C: -0.11 -0.83 0.10  -0.137
C: -0.40 -2.06 0.70  -0.281
C: -1.31 -2.27 1.76  -0.222
N: -2.02 -2.60 2.63  0.144
C: 0.25 -3.29 0.34  -0.277
N: 0.81 -4.31 0.18  0.091
C: 0.43 -1.89 -2.13  -0.046
C: 1.17 -2.04 -3.26  -0.026
H: 3.66 -2.13 -6.28  0.083
H: 2.94 -3.30 -5.15  0.093
H: 1.89 -2.13 -6.03  0.089
H: 3.47 0.39 -2.70  0.111
H: 2.13 0.67 -0.64  0.083
H: -0.95 0.01 -0.08  0.149
H: -0.42 -2.58 -1.99  0.127
H: 0.92 -2.80 -4.01  0.103
C: -3.42 -0.90 4.70  -0.105
C: -3.41 -0.01 3.51  -0.224
O: -1.99 0.18 3.15  -0.007
C: -1.84 0.58 1.90  -0.465
C: -0.45 0.59 1.25  -0.101
C: 0.01 1.98 0.88  -0.173
C: -0.88 3.02 0.60  -0.046
C: -0.39 4.30 0.31  -0.698
Cl: -1.51 5.52 -0.06  0.677
C: 0.98 4.56 0.28  -0.123
C: 1.85 3.53 0.64  -0.090
C: 1.38 2.26 0.96  -0.071
O: -2.80 0.90 1.17  0.051
H: -4.46 -1.03 5.01  0.074
H: -3.02 -1.88 4.41  0.035
H: -2.84 -0.50 5.54  0.076
H: -3.93 -0.51 2.69  0.117
H: -3.88 0.97 3.67  0.124
H: 0.29 0.10 1.90  0.134
H: -1.96 2.89 0.67  0.103
H: 1.34 5.52 -0.04  0.093
H: 2.93 3.69 0.62  0.101
H: 2.06 1.50 1.38  0.125

Output
Gap between HOMO and LUMO, eV: 5.610
LUMO energy, eV: 2.705
Highest occupied orbital energy, eV: -2.905
Multiplicity: 1
Charge: -1
Max |F|, eV/Å: 6.00

- The lowest max |F| belongs to which entry?
  C21H18Br2N3O3Sc